ORCA calculation (ωB97M-V/def2-TZVPD) on 12 unconnected molecules or ions with the total composition C37H105N7O12 at a distorted geometry.

XYZ file:
```
161
Properties=species:S:1:pos:R:3:forces:R:3
C 2.39258 0.46329 -3.03978 0.590 1.301 1.044
O 1.57138 -0.60652 -2.76021 -0.732 -0.286 0.525
C 2.10139 -1.75521 -3.29673 0.198 -0.961 -1.304
C 1.28190 -2.91202 -2.84231 -1.984 0.411 -0.145
C 1.86763 -4.20307 -3.28618 -0.705 -1.147 -0.649
N -0.17725 -2.78845 -3.24188 1.048 -0.538 -0.212
H 1.93430 1.33671 -2.56857 0.131 0.020 -0.282
H 2.43541 0.60472 -4.12567 0.524 0.169 0.057
H 3.37743 0.32133 -2.51913 -0.535 0.149 -0.972
H 2.22859 -1.67149 -4.39922 -0.640 -0.054 0.124
H 3.12527 -1.97829 -3.00309 0.438 0.386 0.690
H 1.32777 -2.87700 -1.76312 0.104 -0.087 0.621
H 2.93892 -4.17468 -3.10370 0.052 -0.498 0.482
H 1.77891 -4.35741 -4.37735 -0.250 0.133 0.384
H 1.30162 -5.02343 -2.76590 1.019 0.466 -0.464
H -0.54095 -1.89266 -2.94404 0.108 0.015 0.166
H -0.72662 -3.51095 -2.76213 0.470 0.459 -0.129
C 3.68671 -2.82546 1.69192 -1.620 1.108 -1.142
O 4.44025 -3.63970 0.85404 0.117 -1.290 1.949
C 4.57301 -3.14194 -0.41336 0.595 -0.646 -1.236
C 5.83586 -3.78918 -1.09435 -1.155 0.519 -0.564
C 7.10886 -3.24998 -0.42040 0.556 -0.292 -1.089
N 5.79138 -3.33983 -2.52559 0.055 -0.762 -0.321
H 4.08020 -1.82591 1.64141 0.312 0.753 0.219
H 3.68630 -3.15066 2.69188 0.345 -0.766 1.187
H 2.58748 -2.68864 1.42234 0.999 -0.559 -0.202
H 3.63892 -3.40051 -0.92406 0.133 0.265 -0.698
H 4.68122 -2.06635 -0.34979 0.146 0.538 -0.444
H 5.68759 -4.89129 -1.06697 0.454 0.540 0.465
H 8.04781 -3.82082 -0.72980 -1.229 0.781 0.322
H 7.03043 -3.27566 0.66014 -0.052 -0.130 0.153
H 7.19344 -2.18330 -0.73914 0.151 -0.734 0.225
H 5.15101 -3.94115 -3.07375 0.262 0.516 0.650
H 6.68592 -3.50630 -3.00032 -0.185 0.194 0.529
C 0.78348 2.08298 0.39331 -0.906 1.698 0.090
O 1.29828 0.84416 0.78453 -0.431 -0.540 -0.304
C 0.39061 0.18881 1.65332 -1.287 0.353 -0.615
C -0.88217 -0.38202 0.97718 1.482 -0.909 -0.598
C -1.66906 -1.21011 1.94467 -0.400 -0.288 1.154
N -0.57250 -1.17443 -0.21402 0.486 -0.697 -0.285
H -0.20387 2.13704 -0.10154 0.062 -1.042 -0.109
H 1.40855 2.64052 -0.31296 0.484 -0.453 0.520
H 0.56669 2.69831 1.29344 0.579 0.021 -0.190
H 0.84054 -0.69470 2.07090 0.807 -0.016 0.520
H 0.02941 0.92722 2.38901 0.373 -0.377 0.368
H -1.51105 0.38333 0.63404 -0.898 1.448 -0.337
H -1.89056 -0.59029 2.80804 -0.263 0.170 0.264
H -1.16822 -2.08863 2.38773 0.227 0.234 -0.515
H -2.61898 -1.55600 1.53514 0.120 0.091 -0.097
H -0.12468 -2.06127 0.09008 -0.146 0.708 -0.589
H 0.06699 -0.68505 -0.87164 -0.371 -0.494 0.720
C 0.02983 -1.11200 5.66449 -0.023 2.576 -0.190
O -1.08383 -1.76862 6.06497 -2.165 -1.336 0.049
C -2.13325 -1.02698 6.62200 0.948 1.896 0.407
C -3.39948 -1.85563 6.77551 1.477 1.155 1.064
C -4.07619 -1.91145 5.45613 -0.926 -0.745 -1.249
N -4.13444 -1.29954 7.93671 -1.064 -0.500 0.678
H 0.65449 -1.89205 5.45722 2.309 -1.714 -0.839
H 0.49966 -0.47425 6.43503 -0.259 -0.084 0.037
H -0.09435 -0.48834 4.74946 -0.176 -0.203 0.380
H -1.72631 -0.60784 7.55079 -0.451 -0.293 0.555
H -2.32275 -0.08133 6.05457 -0.156 -0.677 -0.202
H -3.05780 -2.83794 7.03968 0.186 -0.862 -0.156
H -3.44732 -2.39706 4.68517 0.106 0.253 0.587
H -4.44411 -0.99381 4.96095 0.151 -0.131 0.819
H -4.88892 -2.61116 5.57624 -0.767 -0.084 -0.315
H -5.13879 -1.59397 7.97121 1.311 0.255 -0.272
H -3.71254 -1.64467 8.83702 -0.499 0.479 -1.433
C -3.06390 3.76054 -1.25038 -0.670 -0.564 0.142
O -3.47535 5.01609 -1.72332 -0.175 -0.623 0.051
C -3.64022 5.85718 -0.59297 0.536 -0.337 -0.578
C -4.79676 6.77790 -0.80820 -0.320 -0.799 -0.049
C -4.80599 7.29642 -2.24110 -0.709 0.390 1.019
N -4.60451 7.85978 0.13630 -1.023 2.084 -0.803
H -2.90267 3.06783 -2.05941 0.411 0.017 -0.483
H -3.84603 3.29627 -0.62850 -0.005 0.155 0.013
H -2.19512 3.86895 -0.61833 0.654 -0.181 0.092
H -3.81628 5.21390 0.27404 0.175 0.335 0.269
H -2.72180 6.44061 -0.49979 0.032 0.079 0.422
H -5.71707 6.15804 -0.63587 0.359 0.664 -0.166
H -3.93605 7.89705 -2.44532 0.544 0.063 -0.144
H -5.66150 7.95812 -2.28934 -0.332 0.237 -0.399
H -4.92785 6.49514 -2.94585 0.074 -0.228 -0.295
H -4.97637 7.70306 1.05069 -0.115 -0.584 0.565
H -5.15381 8.68305 -0.19182 0.693 -0.736 0.281
C -1.16802 0.91937 -3.98721 -0.030 1.261 0.219
O -0.58769 2.20056 -3.56565 0.168 -1.297 -0.623
C -0.58000 3.10079 -4.63385 -0.465 0.347 -0.385
C 0.25519 4.32833 -4.37325 -1.379 1.071 1.845
C 1.68180 4.09614 -3.99002 0.515 0.929 -1.307
N -0.40095 5.23885 -3.31611 -0.084 -0.182 -1.674
H -2.20463 1.21508 -4.21989 0.051 -0.877 -0.011
H -1.07010 0.27804 -3.11718 -0.297 -0.077 0.000
H -0.70416 0.38786 -4.86451 -0.042 0.948 0.706
H -0.21145 2.61441 -5.53653 0.233 -0.183 -0.224
H -1.59941 3.48730 -4.90858 0.319 -0.510 0.377
H 0.19786 4.84455 -5.31206 0.132 0.661 -0.474
H 1.83170 3.68914 -3.03275 -0.053 -0.576 1.334
H 2.30090 5.00829 -4.07664 -0.449 -0.270 0.106
H 2.07089 3.40091 -4.70579 0.537 -0.569 -0.366
H -1.42227 5.30259 -3.45288 0.671 0.002 -0.069
H -0.29921 4.80781 -2.42437 0.137 -0.685 0.803
C 2.54945 -6.25189 2.74186 -0.197 2.752 -0.017
O 1.24952 -5.69623 2.59167 -0.085 -0.088 -0.686
C 1.00862 -5.66824 1.20709 -1.818 -0.490 -1.139
C -0.32363 -4.95302 0.91840 0.365 1.039 0.492
C -1.47628 -5.77844 1.42107 -1.037 0.255 -1.185
N -0.44865 -4.55488 -0.53767 0.507 -1.284 1.581
H 3.19133 -5.60665 2.09733 0.301 -0.756 0.650
H 2.53120 -7.23428 2.39599 0.322 -1.899 -0.457
H 2.79051 -6.16055 3.78748 0.361 -0.178 0.285
H 1.75225 -5.11440 0.64438 0.697 -0.007 0.038
H 0.92223 -6.73314 0.77789 0.350 1.161 0.505
H -0.29912 -4.03157 1.52820 0.106 -0.082 -0.359
H -2.42044 -5.27931 1.12176 0.440 -0.222 0.126
H -1.50445 -5.85120 2.50787 0.262 -0.540 -0.114
H -1.43024 -6.71893 0.83553 -0.257 -0.031 0.875
H -1.41855 -4.31953 -0.67225 -0.555 0.661 0.145
H -0.43378 -5.46265 -0.98230 0.404 -0.357 -0.657
C -5.05343 -5.13385 2.67335 0.881 -1.309 0.515
C -6.11052 -4.14834 2.27358 0.917 0.786 -0.020
O -5.56153 -2.82074 2.35194 -0.749 -0.169 0.121
H -4.48439 -4.90531 3.60552 -0.888 0.119 -0.400
H -4.27239 -5.19858 1.92910 0.167 0.230 -0.500
H -5.40118 -6.18015 2.73843 -0.214 0.446 0.146
H -6.93070 -4.15336 2.96094 -0.623 -0.039 0.285
H -6.46617 -4.33556 1.25206 -0.105 -0.135 0.222
H -4.71918 -2.84864 1.90799 0.566 0.100 -0.383
C 4.32238 5.85611 0.46587 0.416 0.310 0.403
C 3.05612 5.08932 0.65776 -1.261 -1.367 -0.130
O 2.53654 4.69335 -0.63945 0.104 -0.044 0.694
H 4.93449 5.85965 1.38128 -0.060 -0.103 -0.329
H 4.10803 6.90079 0.23200 0.096 -0.069 -0.267
H 4.85225 5.36488 -0.36351 0.105 0.406 0.371
H 2.24570 5.58618 1.22191 0.475 0.226 -0.217
H 3.20457 4.13118 1.20332 0.141 0.533 -0.387
H 2.19216 5.48477 -1.07649 -0.111 0.370 -0.251
C 5.73983 2.64744 0.06187 -0.542 -1.076 1.103
C 4.89464 1.89506 -0.97522 -0.297 -1.097 0.377
O 4.13707 2.66658 -1.86643 0.573 -0.281 -0.876
H 5.06717 2.99395 0.89167 0.651 0.071 -0.839
H 6.38007 3.43682 -0.29488 -0.121 0.438 -0.432
H 6.42971 1.93989 0.56151 -0.347 0.076 -0.275
H 4.24564 1.15971 -0.44857 -0.109 0.657 0.313
H 5.43105 1.16444 -1.59402 0.665 0.666 -0.105
H 3.70957 3.42398 -1.47854 -0.407 0.574 0.779
C -4.99072 -3.62907 -1.53898 -0.860 -0.180 -0.155
C -3.91429 -2.63968 -1.54849 1.536 0.656 -0.789
O -3.02062 -2.89841 -0.45234 0.525 1.165 -1.090
H -4.72602 -4.56774 -1.94316 0.859 -1.213 -0.276
H -5.76460 -3.31986 -2.21511 -0.829 0.410 0.024
H -5.33517 -3.80453 -0.53604 -0.516 0.147 0.388
H -4.28101 -1.61602 -1.49426 -0.314 0.145 0.368
H -3.38577 -2.64725 -2.54440 -0.096 -0.261 0.824
H -2.31690 -2.19918 -0.59133 -0.173 -0.820 0.670
C 0.78301 8.03928 -1.33763 0.233 1.159 1.299
O 1.38577 6.97702 -1.98383 -0.775 -1.276 -0.901
H 1.52224 8.58627 -0.76195 0.438 -0.126 0.204
H 0.40406 8.78515 -1.98721 -0.521 0.658 -1.181
H -0.02251 7.85103 -0.62770 -0.177 -0.784 0.030
H 0.69395 6.55686 -2.59197 0.835 0.239 0.532
```
Forces are in eV/Å.

The calculation puts the total energy at -2758.63169 hartree. Its relative energy (zero: lowest compared OMol25 entry of this formula, charge and spin) is 0.0000 eV. Its SMILES is COC[C@H](C)N.COC[C@H](C)N.COC[C@H](C)N.COC[C@H](C)N.COC[C@H](C)N.COC[C@H](C)N.COC[C@H](C)N.CCO.CCO.CCO.CCO.CO. The calculation puts the frontier orbital gap at 9.407 eV.